A molecular structure, C6H27B3NO2Sn in a non-equilibrium geometry, computed with ωB97M-V/def2-TZVPD.

```
40
Properties=species:S:1:pos:R:3:forces:R:3
Sn 0.6264 0.4055 3.3384 -0.7 -0.3 0.7
B -3.8206 1.8515 6.0736 0.8 0.3 0.1
H -3.0152 1.2445 6.4572 3.3 -2.0 2.2
H -3.5356 2.8869 5.9684 1.8 4.0 -0.7
H -4.1936 1.5863 5.0965 -2.1 -0.7 -4.2
H -4.6770 1.7002 6.7122 -3.5 -1.5 2.5
B 1.2265 -0.4931 8.5192 0.3 -1.2 0.6
H 2.0629 -0.8580 7.9435 3.7 -1.4 -2.1
H 1.1398 0.5450 8.2379 -0.6 4.7 -1.6
H 0.3106 -0.9577 8.1882 -3.9 -1.6 -1.3
H 1.3227 -0.5537 9.5922 0.6 -0.4 4.0
B -3.2519 -3.1187 3.9935 1.1 0.8 0.2
H -4.2300 -3.5207 4.2078 -4.3 -1.9 0.6
H -2.6268 -3.9933 3.9009 2.5 -3.8 -0.1
H -3.3559 -2.5997 3.0533 -0.7 2.5 -3.7
H -2.8875 -2.5132 4.8089 1.6 2.5 2.9
C 0.8042 0.7473 -7.2969 -1.0 -0.4 -0.3
O 1.0215 0.7067 -5.9034 -0.2 1.3 -0.1
C -0.1070 1.3616 -5.2402 1.0 -0.6 -0.8
C 0.2574 1.8678 -3.8535 -1.3 -0.6 1.0
N -0.0261 0.8461 -2.8194 1.0 3.1 -0.1
C 0.4745 -0.4590 -2.9821 -0.8 -1.0 0.8
C 1.9830 -0.7248 -2.9445 -1.5 0.2 1.1
O 2.5250 -0.3211 -1.6816 1.1 0.3 -0.5
C 3.9204 -0.6175 -1.6859 0.3 0.0 0.5
H 1.4939 0.0955 -7.8331 0.1 0.1 0.3
H 0.7430 1.7251 -7.7746 0.9 0.6 0.4
H -0.2226 0.4415 -7.4977 -0.2 -0.8 -0.1
H -0.8674 0.5807 -5.2336 -0.3 0.0 0.6
H -0.5443 2.1214 -5.8878 0.4 0.5 0.0
H -0.4111 2.6808 -3.5702 -0.3 0.1 -0.4
H 1.2136 2.3739 -3.7206 0.5 -0.7 -0.5
H -0.9401 1.0292 -2.4307 0.3 -0.9 0.0
H 0.0695 -0.8710 -3.9064 0.3 -0.7 -0.3
H 0.0252 -0.9980 -2.1480 0.0 -0.5 -0.1
H 2.3977 -0.2472 -3.8323 0.7 -0.1 0.2
H 2.0477 -1.8113 -2.8858 0.3 -0.2 -1.0
H 4.3933 -0.6126 -0.7038 -0.7 0.4 0.5
H 4.5108 0.1065 -2.2474 -0.2 0.0 -0.5
H 4.1430 -1.6334 -2.0122 -0.2 -0.1 -0.6
```
Positions in Å, forces in eV/Å.

Computed properties:
F_max	0.0979	hartree/bohr
relative energy (zero: lowest compared OMol25 entry of this formula, charge and spin)	14.490	eV
energy	-20086.37765	eV
frontier orbital gap	0.0914	Eh
charge	-1


A molecular structure, C32H31Cl2F12N5O2S2W, computed with ωB97M-V/def2-TZVPD.

```
87
Properties=species:S:1:pos:R:3:forces:R:3
W 0.4218 -0.1236 0.3875 0.3 -0.6 -0.2
C 2.1233 3.6563 5.8677 0.0 0.0 0.0
C 1.7736 2.5307 4.9336 0.0 0.0 0.0
C 0.6328 1.7622 5.1345 0.0 0.0 0.0
C 0.3297 0.7302 4.2720 0.1 -0.1 0.0
C 1.1599 0.3989 3.1949 -0.1 0.1 0.0
N 0.7743 -0.6852 2.3399 0.1 0.0 0.2
C 0.9553 -1.9733 2.9169 0.0 0.0 0.0
C 1.0357 -2.1274 4.3172 0.0 0.1 -0.1
C 1.2198 -3.3399 4.9455 0.0 0.0 0.0
C 1.3463 -4.5157 4.2228 0.0 0.0 0.1
C 1.5660 -5.8479 4.8830 0.0 0.0 0.0
C 1.3041 -4.3884 2.8504 0.0 0.0 0.0
C 1.1302 -3.1706 2.1881 0.0 0.1 0.0
C 1.1772 -3.2109 0.6751 -0.1 -0.1 0.1
O 0.9105 -2.0276 0.0559 -0.1 0.0 -0.2
C 2.5798 -3.6462 0.1297 0.0 0.0 0.0
F 2.4914 -3.9792 -1.1738 0.0 0.0 -0.1
F 3.4359 -2.6381 0.2161 0.1 0.1 0.1
F 3.1157 -4.6985 0.7593 0.0 0.0 0.0
C 0.1294 -4.2328 0.1320 0.0 0.0 0.0
F -0.0846 -4.0768 -1.1861 0.0 -0.1 0.0
F 0.4684 -5.5137 0.3129 0.0 0.0 0.0
F -1.0591 -4.0362 0.7348 -0.1 0.0 0.0
C 2.2527 1.2308 2.9275 -0.1 0.0 0.0
C 2.5515 2.2595 3.8197 0.0 0.0 0.0
C 3.0165 1.0777 1.6096 0.0 0.0 0.1
O 2.2317 0.6539 0.5630 0.1 0.0 -0.3
C 3.5761 2.4386 1.0912 0.0 0.0 0.0
F 2.5802 3.3361 1.0340 0.0 0.0 0.0
F 4.0695 2.3063 -0.1403 0.0 0.0 0.0
F 4.5555 2.9778 1.8382 0.1 0.0 0.0
C 4.1817 0.0860 1.8490 0.0 0.0 0.0
F 5.0560 0.5654 2.7503 0.0 0.0 0.0
F 3.7096 -1.0620 2.3448 0.0 -0.1 0.0
F 4.8606 -0.1883 0.7341 0.0 0.0 0.0
H 2.1895 3.3056 6.8988 0.0 0.0 0.0
H 3.0793 4.1057 5.6028 0.0 0.0 0.0
H 1.3644 4.4405 5.8382 0.0 0.0 0.0
H -0.0308 1.9832 5.9626 0.0 0.0 0.0
H -0.5789 0.1577 4.4064 0.0 0.0 0.0
H 0.9712 -1.2703 4.9590 0.0 0.1 0.0
H 1.2661 -3.3608 6.0285 0.0 0.0 0.0
H 1.2829 -5.8138 5.9349 0.0 0.0 0.0
H 0.9814 -6.6333 4.4026 0.0 0.0 0.0
H 2.6161 -6.1435 4.8323 0.0 0.0 0.0
H 1.4296 -5.2856 2.2622 0.0 0.0 0.0
H 3.4104 2.8893 3.6394 0.0 0.0 0.0
N 0.3457 -0.6670 -1.8702 0.1 0.0 0.0
C -1.0347 -0.9835 -2.3164 0.0 0.0 -0.1
C -1.8894 -1.5596 -1.1915 0.0 0.0 0.0
N -1.6616 -0.8876 0.1134 0.0 0.0 0.1
H 0.7670 0.0043 -2.5064 0.0 0.0 0.0
H 0.9173 -1.5087 -1.8401 0.0 0.1 -0.1
H -1.0156 -1.6933 -3.1465 0.0 0.0 0.0
H -1.4719 -0.0561 -2.6768 0.0 0.0 0.0
H -1.6695 -2.6110 -1.0596 0.0 0.0 0.0
H -2.9406 -1.4833 -1.4795 0.0 0.0 0.0
H -1.8382 -1.5546 0.8629 -0.1 0.0 -0.1
H -2.3251 -0.1185 0.2587 0.1 0.0 0.0
Cl -0.5098 2.2166 1.9066 -0.1 0.5 0.1
C -0.9276 3.5363 0.8681 0.0 -0.1 0.1
C -1.2364 4.7565 1.4364 0.0 0.0 0.0
C -1.6067 5.8013 0.6065 0.0 0.0 0.0
C -1.6671 5.6007 -0.7643 0.0 0.0 0.0
C -1.3423 4.3665 -1.2976 0.0 -0.1 0.0
Cl -1.4622 4.1569 -3.0188 0.0 0.0 0.0
C -0.9403 3.2890 -0.4968 -0.1 0.1 0.0
S -0.5049 1.7551 -1.1725 0.1 0.0 0.1
H -1.1905 4.8723 2.5100 0.0 0.0 0.0
H -1.8536 6.7676 1.0234 0.0 0.0 0.0
H -1.9628 6.3975 -1.4324 0.0 0.0 0.0
C -4.3157 2.5451 -1.5505 -0.1 0.0 0.0
N -5.2622 1.6805 -0.8825 0.0 -0.1 0.1
C -6.5738 1.3951 -1.4440 0.0 0.0 0.0
C -7.2425 0.5169 -0.3679 0.0 0.0 0.0
N -6.2013 0.4248 0.6430 0.1 0.0 0.0
C -5.1089 1.1669 0.3505 0.0 0.1 -0.1
S -3.8025 1.4079 1.3659 0.0 -0.1 0.0
H -4.4057 2.4024 -2.6272 0.0 0.0 0.0
H -3.3069 2.2879 -1.2386 0.0 0.0 0.0
H -4.4959 3.5976 -1.3145 0.0 0.0 0.0
H -6.4792 0.8784 -2.4013 0.0 0.0 0.0
H -7.1279 2.3209 -1.6163 0.0 0.0 0.0
H -7.5080 -0.4674 -0.7539 0.0 0.0 0.0
H -8.1448 0.9840 0.0287 0.0 0.0 0.0
H -6.3366 0.0933 1.5808 0.0 0.0 0.0
```
Positions in Å, forces in eV/Å.

Computed properties:
<S²>	2.01
multiplicity	3
F_max	0.0129	hartree/bohr
relative energy (zero: lowest compared OMol25 entry of this formula, charge and spin)	0.321	eV
energy	-126388.15261	eV
frontier orbital gap (spin up / spin down)	0.2578 / 0.2838	Eh
charge	0


Which formula does entry 1 have?
C6H27B3NO2Sn